{"formula": "C6H15NO", "method": "ωB97M-V with the def2-TZVPD basis set", "symbols": ["C", "C", "C", "O", "N", "H", "H", "H", "H", "H", "H", "H", "C", "C", "C", "H", "H", "H", "H", "H", "H", "H", "H"], "xyz": [[-1.997683, 1.083392, 1.324805], [-2.277530, 0.847778, -0.173409], [-0.746074, 0.457659, 1.875521], [0.282932, 1.069026, 2.100661], [-0.848076, -0.884803, 2.112564], [-1.931269, 2.150990, 1.470921], [-2.873498, 0.772039, 1.885985], [-1.354090, 0.829807, -0.738869], [-2.930393, 1.632268, -0.548805], [-0.083815, -1.415486, 2.493690], [-1.722713, -1.373165, 2.057535], [-2.727411, -0.132122, -0.331038], [1.112995, -0.522001, -1.053471], [1.627755, 0.297587, -2.254578], [2.254573, -1.185751, -0.299898], [0.641250, 0.195335, -0.396441], [0.393220, -1.233379, -1.456487], [0.921309, 0.389550, -3.084224], [3.231566, -0.729680, -0.522296], [2.139141, -1.151748, 0.774111], [2.510524, -0.154006, -2.709341], [1.931664, 1.286299, -1.938330], [2.445624, -2.229587, -0.588607]], "forces_ev_per_a": [[-0.525, 0.549, -0.499], [0.317, -0.509, 0.430], [0.313, -0.423, 0.340], [-0.266, -0.051, -0.244], [-0.130, -0.293, -0.009], [0.304, 0.295, 0.203], [-0.073, -0.228, 0.250], [0.131, 0.291, -0.182], [-0.046, -0.119, -0.091], [0.201, 0.303, 0.000], [-0.116, 0.155, -0.137], [-0.200, 0.047, -0.065], [0.560, 0.516, -0.936], [0.232, -0.313, -0.336], [0.958, -0.580, -0.285], [-0.409, -0.154, 0.212], [-0.148, -0.147, 0.466], [-0.223, 0.116, 0.298], [-0.371, 0.332, 0.117], [-0.164, -0.025, 0.299], [0.081, -0.192, 0.086], [0.029, 0.325, 0.047], [-0.453, 0.105, 0.036]], "homo_lumo_gap_ev": 10.69, "e_lumo_ev": 0.8523, "smiles": "CCC(N)=O.CCC", "homo_energy_ha": -0.3616, "e_tot_ha": -367.612076}